(1)
Entry from OMol25: an isolated molecule of C16H17N5OS (ωB97M-V/def2-TZVPD).

```
40
Properties=species:S:1:pos:R:3:forces:R:3
S 3.57295 -1.63115 -3.93416 0.06 -0.15 0.01
N -0.35896 -3.28394 -2.00449 -1.39 1.79 2.74
N -0.80937 -3.18123 -0.77609 -0.01 -1.06 1.77
O 4.34932 1.29224 -4.46532 -2.08 -0.68 0.34
C 2.50643 -0.36677 -4.06414 -0.78 -0.83 0.46
C 2.12285 1.96813 -4.53092 -0.50 1.40 -1.90
C 0.67810 1.79300 -4.72759 2.44 -0.51 2.15
C 2.99517 0.94843 -4.34425 0.49 1.76 -0.19
C -0.04435 -1.20876 -1.29537 0.17 2.61 0.82
C 0.23412 0.63508 -4.19877 -1.64 -2.27 0.29
C 0.05163 -2.02988 -2.35183 0.55 -1.49 0.07
C -1.77644 -1.61675 1.96188 -0.04 0.85 0.88
C 0.01799 -0.16832 1.47893 -0.41 -0.73 0.72
C -1.94821 -0.92792 3.20919 -2.39 -1.07 -0.65
C -0.18499 0.50532 2.70192 -0.88 -0.09 -1.17
C -0.79709 -1.28194 1.06777 0.91 1.10 0.98
C -1.29044 0.21762 3.54405 1.57 1.76 1.21
N -0.59362 -1.90468 -0.22039 1.11 0.27 -4.05
N -1.63348 1.10398 4.66065 -0.65 -1.61 0.22
N 1.11554 -0.50057 -3.86366 0.30 2.48 -1.78
C -2.29832 0.47024 5.88142 2.41 0.09 -1.64
C -0.82318 2.25875 5.01472 0.97 -0.36 -1.57
C 0.50070 -1.84540 -3.73793 -0.79 1.14 -0.39
H 4.83189 0.46324 -4.45652 0.37 -0.67 0.18
H 2.55927 2.97082 -4.75669 -0.36 -0.95 0.23
H 0.06738 2.63725 -5.01121 -0.18 -0.23 0.15
H 0.22719 -0.11315 -1.32864 -0.47 -1.57 0.52
H -0.90067 0.50321 -3.98950 2.23 -0.35 -0.53
H -2.49980 -2.29212 1.59423 -0.74 -1.04 0.31
H 0.83750 0.11964 0.85363 0.38 0.23 -0.15
H -2.84863 -1.15200 3.80882 0.57 -0.32 -0.46
H 0.36722 1.38897 2.95528 0.63 0.08 -0.26
H -3.32543 0.27309 5.62783 -0.33 -0.33 0.41
H -2.14893 1.13340 6.73542 -0.51 0.09 -0.28
H -1.66218 -0.40911 6.10724 -0.95 -0.10 0.07
H 0.20589 2.01838 5.33399 -0.09 -0.17 -0.07
H -1.24827 2.82736 5.82463 -0.54 0.10 0.03
H -0.73418 2.89063 4.11293 -0.01 0.05 0.52
H -0.42444 -1.79889 -4.34261 0.54 -0.20 -0.08
H 1.10985 -2.70621 -4.07447 0.06 0.96 0.10
```
Positions in Å, forces in eV/Å.

Summary:
HOMO energy = -8.1 eV
LUMO = -0.06 eV
SMILES string = CN(C)c1ccc(-n2cc(Cn3cccc(O)c3=S)nn2)cc1
multiplicity = 1
orbital gap = 8.03 eV


(2)
Entry from OMol25: an isolated molecule of C16H17N7O (ωB97M-V/def2-TZVPD).

```
41
Properties=species:S:1:pos:R:3:forces:R:3
N 2.51353 -3.95849 -2.64727 -2.12 -1.51 1.73
O -1.55795 -2.53061 2.63875 -0.31 -0.31 0.78
C 1.71071 -4.46923 -1.94224 2.23 1.51 -1.34
N -0.87794 1.57613 2.04351 -0.32 -0.72 0.53
N -0.02958 2.32988 -1.43685 -0.21 1.12 1.08
C -1.00318 -2.11332 1.64374 -0.16 -0.95 0.62
C -0.49506 1.47590 0.78280 -0.37 -1.59 -1.03
C -0.28262 2.59054 -0.19068 0.30 -1.45 0.21
C -0.48186 0.06767 0.39260 0.23 1.37 -0.38
C 1.53156 5.58606 0.99155 -2.07 -2.35 0.96
C 1.72360 6.18899 -0.28936 -1.39 -0.49 -2.40
C -0.87523 -0.65780 1.47483 0.40 2.13 -0.06
C 0.60337 4.58876 1.19702 1.33 1.20 -0.43
C 0.97419 5.73218 -1.35611 1.01 1.18 1.70
N -1.11017 0.30085 2.48058 0.28 -1.16 -1.18
N 0.80122 -4.95252 -1.09555 1.69 0.07 -0.61
N 0.14910 3.53123 -2.05481 0.45 -0.09 -1.63
N -0.46718 -2.97255 0.71808 0.27 1.89 -0.50
C -0.32925 4.05745 0.11387 -0.45 1.32 1.25
C -0.57088 -5.02605 -1.57655 -0.43 1.07 0.42
C 1.00448 -4.87211 0.36805 -1.68 -0.33 -0.04
C -0.14607 4.71222 -1.25538 0.99 -0.27 -0.06
C -1.35569 -5.02412 -0.26965 -0.59 -0.41 0.65
C -0.39187 -4.41133 0.79851 -1.28 -0.19 0.74
H -0.23018 -0.25642 -0.60580 0.02 -0.13 0.10
H 2.12222 5.89498 1.82904 0.23 0.20 0.32
H 2.42313 7.03058 -0.35218 -0.20 -0.52 -0.40
H 0.49665 4.17872 2.19242 -0.06 -0.14 -0.03
H 1.12520 6.16639 -2.32938 0.02 0.15 -0.26
H -1.45315 0.04073 3.40847 0.30 0.67 -0.55
H 0.27643 3.58933 -3.06729 -0.23 -0.50 0.85
H -0.12565 -2.53539 -0.13339 0.08 -0.22 0.26
H -1.35121 4.31634 0.43674 0.23 -0.29 0.27
H -0.75945 -5.93707 -2.12293 0.06 -0.15 -0.42
H -0.78958 -4.12451 -2.21141 0.11 -0.87 0.44
H 1.75634 -4.16967 0.70895 0.23 0.04 -0.42
H 1.16905 -5.85038 0.81543 0.35 -0.17 -0.22
H -1.08236 5.16473 -1.58591 -0.03 0.17 -0.10
H -1.63731 -6.05615 0.00124 0.27 0.32 0.00
H -2.30567 -4.47318 -0.35577 0.48 -0.05 0.20
H -0.67172 -4.72877 1.84235 0.32 0.46 -1.08
```
Positions in Å, forces in eV/Å.

Summary:
HOMO energy = -7.8 eV
LUMO = 0.50 eV
SMILES string = N#CN1CC[C@H](NC(=O)c2cc(C3=NN[C@@H]4C=CC=C[C@H]34)n[nH]2)C1
multiplicity = 1
orbital gap = 8.30 eV


(3)
Entry from OMol25: a cluster of 2 separate species, C16H17N7O8 in total (ωB97M-V/def2-TZVPD).

```
48
Properties=species:S:1:pos:R:3:forces:R:3
H 1.20185 -0.60125 -0.32997 -0.52 1.11 0.38
C -1.80642 2.73718 0.95821 0.79 -1.00 -0.23
H -2.21697 3.12576 0.02570 0.35 -0.65 -0.10
C -2.49206 1.77424 1.72222 -0.13 0.22 0.15
C -3.36347 0.66205 1.18677 -1.65 -0.88 -0.58
O -3.81853 -0.18879 1.93465 0.75 1.33 -0.51
O -3.50819 0.64596 -0.14857 0.33 0.21 1.65
C -4.23092 -0.54445 -0.59849 -0.33 -0.45 -0.07
C -4.01564 -0.71062 -2.07045 0.37 -0.15 -0.29
C -2.13831 1.58877 3.04541 1.61 0.05 0.26
N -0.96541 2.12864 3.48641 -0.57 0.74 -0.24
C -0.15410 2.88755 2.69235 -0.63 -1.60 0.94
C -0.49031 3.04309 1.36693 -0.19 0.39 -0.03
C 0.74565 3.26453 0.52807 1.48 1.16 -0.86
O 1.79760 3.59528 1.05961 -1.71 -0.38 -0.16
O 0.65905 2.97721 -0.78585 0.02 0.21 1.64
C 2.00719 3.03680 -1.36397 0.57 0.02 -0.29
C 1.99432 2.52325 -2.77812 -0.01 -0.43 -0.21
H -3.84057 -1.41821 -0.06311 -0.10 0.32 -0.03
H -5.28810 -0.40844 -0.34007 0.25 0.08 0.07
H -4.80138 -1.34271 -2.48619 -0.03 0.10 0.00
H -3.99902 0.24977 -2.58355 -0.17 0.01 -0.07
H -3.05728 -1.20798 -2.22302 -0.11 0.16 -0.14
H -2.69329 0.98078 3.75505 0.15 -0.17 -0.42
H -0.61707 1.85227 4.40722 -0.36 0.45 -0.22
H 0.76448 3.24674 3.14281 0.05 -0.23 -0.36
H 2.35248 4.07970 -1.30683 -0.21 -0.36 0.08
H 2.66704 2.40760 -0.74681 -0.24 0.37 -0.15
H 2.80955 2.99287 -3.33552 -0.17 0.00 0.04
H 2.19259 1.44691 -2.78900 -0.19 0.14 -0.05
H 1.04692 2.71511 -3.28569 0.12 0.10 0.01
O 4.14641 -4.93459 1.56975 -1.85 0.36 -0.39
N 2.94080 -4.83017 1.28829 -0.37 -0.99 0.05
O 2.07067 -5.67855 1.61265 1.34 1.02 -0.24
C 2.46359 -3.70793 0.51762 -0.08 -0.45 -0.02
C 1.13882 -3.67369 0.03178 0.94 -0.30 0.63
C 0.67539 -2.58279 -0.66405 -0.97 0.07 -0.25
N -0.70362 -2.35464 -0.90469 0.59 -0.73 -0.19
O -1.54978 -3.24667 -0.69037 0.57 1.04 -0.12
O -0.99367 -1.21605 -1.36085 -0.05 -0.83 0.52
C 1.50648 -1.39354 -0.97505 0.60 0.39 -0.27
N 2.89786 -1.63174 -0.61624 1.06 -0.73 0.60
N 3.86108 -0.68825 -0.74702 0.65 -0.63 0.56
N 4.91003 -1.12899 -0.07655 -1.90 0.12 -0.63
N 4.64912 -2.29959 0.52525 -1.39 -0.42 -0.58
C 3.36900 -2.63202 0.18700 0.94 1.21 -0.25
H 0.47838 -4.51801 0.23361 0.19 0.35 0.08
H 1.39774 -1.02239 -2.00735 0.22 -0.34 0.29
```
Positions in Å, forces in eV/Å.

Summary:
HOMO energy = -6.9 eV
LUMO = -3.15 eV
multiplicity = 1
orbital gap = 3.74 eV


(4)
Entry from OMol25: a cluster of 2 separate species, C16H17NO in total (ωB97M-V/def2-TZVPD).

```
35
Properties=species:S:1:pos:R:3:forces:R:3
C 2.89956 -0.08359 -1.74367 -0.49 0.32 -0.27
C 0.68807 -1.98138 0.58360 -0.21 -0.75 -0.23
C 1.86878 -1.26734 0.32809 0.43 -0.26 0.28
C 1.84581 -0.87746 -1.04013 0.09 0.61 0.19
C 0.63477 -1.25855 -1.56218 -1.20 -0.96 -0.39
C 0.47065 -2.78393 1.71578 0.07 0.42 0.14
C 1.52005 -2.80081 2.69067 -0.31 -0.17 -0.03
C 2.88651 -1.27209 1.35400 -0.05 0.30 -0.32
C 2.67564 -2.06599 2.49210 -0.01 -0.05 -0.05
N -0.06893 -1.94007 -0.56204 0.31 0.38 0.34
H -0.90999 -2.46950 -0.68006 -0.02 0.03 -0.15
H -0.45553 -3.33366 1.82938 0.02 -0.06 0.09
H 0.05984 -1.10005 -2.47009 0.68 0.29 -0.07
H 1.37737 -3.42251 3.57354 0.24 0.13 -0.06
H 3.74715 -0.61642 1.28185 0.09 -0.14 -0.03
H 2.94793 0.92852 -1.33866 0.14 0.16 0.14
H 2.64308 0.03392 -2.80583 0.16 -0.16 0.12
H 3.48668 -2.12916 3.20768 -0.05 0.03 0.25
H 3.89795 -0.50679 -1.65858 0.10 -0.19 0.02
C -2.47391 1.21661 2.03117 -0.51 -1.24 -0.27
C -1.08501 1.13137 -0.07312 0.24 0.01 0.02
C -2.26685 1.44278 0.55781 -0.38 1.26 -0.13
C -0.77313 1.62307 -1.34770 0.41 -0.03 0.55
C -1.68188 2.39121 -2.03105 -0.51 0.29 0.43
C -3.23602 2.15225 -0.19836 0.35 -1.54 0.11
C -2.96267 2.54833 -1.48732 0.01 0.65 -0.19
O -1.43171 3.10096 -3.18000 0.58 -0.38 -0.59
H -0.35417 0.50808 0.43172 0.15 0.14 0.02
H 0.25253 1.47093 -1.64849 0.01 -0.06 -0.49
H -3.51542 0.93519 2.20146 -0.13 0.11 0.14
H -2.24996 2.04695 2.69955 0.18 0.20 -0.32
H -4.25513 2.11360 0.16774 -0.05 0.70 0.14
H -0.59876 2.80610 -3.59174 -0.48 0.08 0.43
H -3.69033 3.11097 -2.06309 -0.04 -0.15 -0.02
H -1.89294 0.34848 2.33594 0.22 0.04 0.22
```
Positions in Å, forces in eV/Å.

Summary:
HOMO energy (alpha / beta) = 0.4 / -3.0 eV
total charge = -1
LUMO (alpha / beta) = 2.90 / 2.88 eV
multiplicity = 2
orbital gap (alpha / beta) = 2.47 / 5.91 eV
<S²> = 0.768


(5)
Entry from OMol25: a cluster of 2 separate species, C16H17NO in total (ωB97M-V/def2-TZVPD).

```
35
Properties=species:S:1:pos:R:3:forces:R:3
C 0.33168 -0.48401 3.85027 -1.27 3.24 -0.24
C 0.60021 1.54003 0.61108 1.78 -1.08 2.12
C 1.15453 0.42546 1.44302 -1.99 2.97 -0.59
C 0.51490 0.61172 2.74783 0.89 -2.01 0.61
C -0.18052 1.75459 2.70986 -1.84 1.49 3.75
C 1.16092 1.87782 -0.66860 -2.36 -0.37 2.34
C 2.10698 1.03377 -1.10193 3.81 -2.52 -1.83
C 2.22119 -0.35692 0.97816 -1.64 2.65 -1.62
C 2.71340 -0.00784 -0.25395 0.07 0.14 -1.80
N -0.25251 2.29615 1.47441 2.02 -2.54 -2.03
H -0.39588 3.21056 1.21407 -0.70 2.32 -0.09
H 0.60634 2.62661 -1.18989 0.28 0.44 -0.86
H -0.66950 2.22816 3.70925 0.85 -1.05 -2.99
H 2.55274 0.92094 -2.21342 -1.27 1.08 2.61
H 2.52381 -1.10876 1.59336 1.38 -2.12 1.30
H 0.61847 -1.37171 3.44407 1.70 -2.63 -0.47
H -0.72136 -0.62791 3.86659 -1.33 -0.09 -0.10
H 3.52340 -0.59936 -0.75572 -0.80 0.57 0.72
H 0.47893 -0.31149 4.92410 1.13 0.15 -0.51
C -0.41946 -2.31276 0.14843 2.39 0.11 2.85
C -2.72419 -0.43410 -2.04346 -1.24 -1.67 2.88
C -1.93091 0.13913 -2.88259 4.01 4.65 -4.26
C -2.14264 -1.18508 -0.96206 -2.20 1.72 -3.89
C -0.83881 -1.46527 -0.89415 -1.22 2.40 -1.10
C -0.50351 0.02426 -2.76110 -0.04 0.37 -2.22
C 0.01834 -0.80074 -1.79163 -0.04 -0.61 -0.34
O -2.41913 1.15521 -3.86653 1.77 -1.99 0.39
H -3.76922 -0.31901 -2.19441 -0.85 -0.04 0.34
H -2.92146 -1.64379 -0.48871 -1.29 -1.50 2.30
H 0.10258 0.53213 -3.64045 -0.89 -1.06 2.26
H -1.69860 1.29287 -4.56118 -1.41 -0.46 1.56
H -0.88084 -3.23913 0.20596 -1.35 -1.67 0.06
H -0.39210 -1.85638 1.18760 -0.04 -0.37 -1.28
H 1.07187 -1.03130 -1.66328 -0.23 0.26 -0.46
H 0.56032 -2.51385 -0.17498 1.92 -0.78 0.60
```
Positions in Å, forces in eV/Å.

Summary:
HOMO energy = -7.9 eV
LUMO = 0.83 eV
SMILES string = Cc1c[nH]c2ccccc12.Cc1ccc(O)cc1
multiplicity = 1
orbital gap = 8.73 eV


(6)
Entry from OMol25: a cluster of 2 separate species, C16H17NO in total (ωB97M-V/def2-TZVPD).

```
35
Properties=species:S:1:pos:R:3:forces:R:3
C 4.02560 2.30809 -1.73145 -0.47 0.32 -0.34
C 0.29271 2.27748 -0.92192 0.78 0.35 0.27
C 1.67226 2.42408 -0.79729 0.02 0.42 -0.53
C -0.22845 1.83759 -2.12354 -0.97 0.92 -0.61
C 2.52572 2.17937 -1.86661 0.15 -1.55 0.10
C 0.57950 1.67544 -3.24157 0.75 -0.79 1.04
C 1.96077 1.70207 -3.04998 -0.52 1.38 -0.72
O -1.57540 1.80063 -2.38362 0.02 -0.19 -0.46
H -0.30420 2.70816 -0.12755 -0.43 -0.41 -0.02
H 2.08331 2.89216 0.08374 0.01 -0.12 0.32
H -2.12851 1.77062 -1.60542 0.08 0.05 0.51
H 0.13078 1.47706 -4.19901 -0.06 -0.14 -0.13
H 4.23127 3.37691 -1.78837 0.53 -0.01 0.24
H 4.56708 1.80867 -2.53232 -0.17 0.07 -0.21
H 2.56991 1.63489 -3.94451 0.22 -0.35 0.15
H 4.39579 1.86598 -0.81593 0.01 0.20 0.37
C -0.30869 -2.66271 4.06168 -0.07 -0.12 -0.28
C -1.11387 -0.96850 0.79075 -0.02 -1.04 -0.01
C -1.46262 -1.93114 1.77161 0.07 0.20 -0.88
C -0.47765 -1.86032 2.80386 0.73 1.08 0.69
C 0.35505 -0.82104 2.46943 -1.03 -0.85 0.36
C -2.85566 -1.77725 -0.62715 -0.32 0.02 0.14
C -1.74601 -0.99359 -0.45765 0.35 0.67 0.03
C -3.33355 -2.61256 0.40933 0.00 0.44 -0.79
C -2.58954 -2.73166 1.54883 0.24 -0.38 1.12
N 0.02528 -0.33108 1.22157 0.33 0.71 0.65
H -3.34507 -1.69966 -1.59067 -0.22 -0.27 0.12
H -1.38301 -0.41201 -1.29624 0.05 0.06 0.13
H -4.28146 -3.11349 0.26252 0.17 -0.30 0.12
H -2.81843 -3.42562 2.35258 -0.40 -0.08 -0.22
H 0.24543 0.62880 1.02935 0.09 0.02 -0.65
H 1.03164 -0.34931 3.16535 0.42 0.08 -0.48
H 0.74834 -2.76924 4.30680 0.01 -0.10 -0.14
H -0.71485 -3.64540 3.85824 -0.02 -0.40 0.34
H -0.77347 -2.26345 4.96517 -0.32 0.12 -0.22
```
Positions in Å, forces in eV/Å.

Summary:
HOMO energy = -7.7 eV
LUMO = 0.74 eV
SMILES string = Cc1c[nH]c2ccccc12.Cc1ccc(O)cc1
multiplicity = 1
orbital gap = 8.47 eV


Relative energy (zero: lowest compared OMol25 entry of this formula, charge and spin) readings, ordered: 4.267, 0.000, 1.774, 0.000, 4.034, 0.677 eV
Maximum force readings, ordered: 4.207, 3.277, 2.062, 1.588, 7.475, 1.642 eV Å⁻¹
DFT total energy readings, ordered: -1366.982384, -1078.340002, -1604.798233, -749.850820, -749.752041, -749.875426 a.u.